(1)
{
  "formula": "C5H13N",
  "method": "the ωB97M-V functional and the def2-TZVPD basis",
  "elements": ["C", "C", "C", "C", "N", "C", "H", "H", "H", "H", "H", "H", "H", "H", "H", "H", "H", "H", "H"],
  "positions_angstrom": [[-0.0617, 2.3036, 0.1033], [-0.8627, 1.0832, 0.5198], [-0.0687, -0.2221, 0.5351], [-1.0631, -1.3896, 0.7176], [0.5999, -0.3596, -0.7345], [1.5940, -1.3652, -1.0178], [0.7916, 2.5560, 0.7446], [-0.6568, 3.2126, 0.1530], [0.3201, 2.2505, -0.9081], [-1.2471, 1.3259, 1.5060], [-1.7580, 0.9999, -0.0949], [0.6907, -0.2227, 1.3147], [-0.5505, -2.3399, 0.6353], [-1.7056, -1.4020, 1.6048], [-1.7365, -1.3931, -0.1435], [0.0714, -0.1337, -1.5595], [1.2945, -2.3649, -0.7143], [2.5703, -1.1476, -0.5748], [1.7781, -1.3913, -2.0869]],
  "mulliken_charge": [-1.219, -0.704, 0.340, -1.353, -0.264, -0.981, 0.287, 0.394, 0.311, 0.372, 0.337, 0.289, 0.327, 0.375, 0.326, 0.269, 0.299, 0.259, 0.336],
  "smiles": "CC[C@@H](C)NC",
  "lumo_ev": 1.171,
  "e_above_lowest_ev": 0.662,
  "orbital_gap_ha": 0.345,
  "e_homo_ev": -8.2138
}

***

(2)
{
  "formula": "C46H50Cl2FN8O6PmS3",
  "method": "the ωB97M-V functional and the def2-TZVPD basis",
  "elements": ["Pm", "C", "N", "C", "C", "N", "C", "C", "C", "C", "C", "C", "C", "S", "C", "C", "C", "C", "C", "C", "S", "H", "H", "H", "H", "H", "H", "H", "H", "H", "H", "H", "H", "H", "H", "H", "H", "H", "H", "F", "C", "C", "C", "C", "O", "C", "C", "N", "C", "C", "C", "C", "C", "C", "N", "C", "C", "N", "C", "C", "C", "O", "O", "H", "H", "H", "H", "H", "H", "H", "H", "H", "H", "H", "H", "H", "H", "H", "H", "H", "H", "C", "C", "C", "C", "C", "C", "N", "N", "C", "C", "C", "C", "C", "N", "H", "H", "H", "H", "H", "H", "H", "H", "H", "C", "S", "O", "O", "O", "H", "H", "H", "Cl", "C", "Cl", "H", "H"],
  "positions_angstrom": [[-3.4002, 1.0009, 0.8456], [0.1083, -4.0553, 0.4527], [-0.0098, -3.8981, 1.9365], [1.2327, -3.5012, 2.6094], [1.3171, -2.0033, 2.6906], [2.6881, -1.5148, 3.0066], [3.6790, -2.4628, 3.4581], [3.0766, -0.1905, 2.9028], [4.3947, 0.1729, 3.3727], [5.0337, 1.3152, 2.9130], [4.3014, 2.1937, 2.0702], [2.9399, 1.9893, 1.8230], [2.1931, 0.8566, 2.3417], [0.5072, 0.9014, 2.4550], [-1.0256, -4.6699, 2.5007], [-1.4137, -5.8759, 1.8816], [-2.2887, -6.7345, 2.4595], [-2.9071, -6.3944, 3.6197], [-2.7140, -5.1388, 4.1964], [-1.7277, -4.2664, 3.7173], [-1.3655, -2.9064, 4.7783], [0.3875, -5.0316, 0.2051], [0.9052, -3.3855, 0.1083], [-0.7891, -3.8170, -0.0960], [2.0128, -3.9580, 1.9897], [1.2856, -4.0272, 3.6021], [0.6025, -1.6160, 3.4310], [0.9632, -1.5426, 1.7957], [3.3771, -3.5120, 3.2340], [3.8382, -2.3344, 4.5326], [4.6314, -2.3038, 2.9727], [4.9094, -0.5067, 4.1038], [6.1336, 1.4516, 3.0701], [4.8377, 3.0026, 1.6023], [2.3531, 2.6447, 1.1818], [-0.8886, -6.1689, 0.9603], [-2.5223, -7.7048, 1.9883], [-3.5160, -7.1433, 4.1247], [-3.3162, -4.8602, 5.0477], [3.1814, 0.6651, -1.0507], [2.2751, 1.5314, -1.6340], [0.9812, 1.4288, -1.2696], [-0.0064, 2.2307, -1.8735], [-1.3798, 2.2169, -1.4277], [-1.6015, 1.5942, -0.3413], [-2.3524, 2.9883, -2.1611], [-1.9027, 3.8507, -3.1164], [-0.5764, 3.9984, -3.5009], [-0.2026, 4.9886, -4.3851], [-1.2034, 5.4299, -5.4343], [-0.0184, 4.6801, -5.9306], [0.4149, 3.1824, -2.8510], [1.7834, 3.2671, -3.2294], [2.8183, 2.5227, -2.5777], [4.1639, 2.8199, -2.7850], [4.6131, 4.2126, -2.9452], [5.5530, 4.3956, -4.1507], [6.2420, 3.0807, -4.4434], [6.5123, 2.2833, -3.2130], [5.1800, 1.7993, -2.6232], [-3.8932, 2.9196, -1.9223], [-4.6102, 3.6593, -2.5816], [-4.2896, 2.0884, -1.0039], [0.6377, 0.7574, -0.4981], [-2.6157, 4.4284, -3.6903], [0.4996, 5.7193, -4.0853], [-1.2526, 6.5278, -5.5755], [-2.1095, 4.8642, -5.5167], [0.8118, 5.3023, -6.2730], [-0.2008, 3.6095, -6.1887], [2.0015, 3.7385, -4.1767], [5.1235, 4.4847, -1.9864], [3.7463, 4.8987, -2.9913], [6.3722, 5.1108, -3.8881], [5.0099, 4.6931, -5.0466], [7.1075, 3.1173, -5.0774], [5.6103, 2.5206, -5.0706], [7.0617, 2.9509, -2.5215], [7.1686, 1.4255, -3.4044], [5.2131, 1.5620, -1.5669], [4.8195, 0.8845, -3.1070], [-4.3693, -1.7133, 5.9080], [-5.0395, -2.5625, 4.9872], [-4.7299, -2.4971, 3.6386], [-3.6569, -1.7111, 3.2020], [-2.6155, -1.3981, 4.2346], [-3.1652, -1.1598, 5.5519], [-3.4899, -1.1852, 1.9704], [-4.5505, -1.3146, 1.1083], [-4.1466, -1.6786, -0.1627], [-5.1879, -2.2313, -1.0785], [-4.8839, -2.3783, -2.3987], [-3.5523, -2.0593, -2.8385], [-2.6468, -1.6415, -1.8652], [-2.9093, -1.4839, -0.5316], [-4.7624, -1.6599, 6.9085], [-5.9674, -3.1530, 5.3339], [-5.4234, -2.8876, 2.8883], [-1.8974, -0.6634, 3.8258], [-2.5767, -0.5149, 6.2328], [-6.1179, -2.5202, -0.5495], [-5.6383, -2.6250, -3.0957], [-3.2559, -2.2468, -3.8513], [-1.6233, -1.4249, -2.1540], [-4.7258, 2.1001, 4.6380], [-3.9607, 2.6692, 3.1594], [-3.5890, 4.0462, 3.2647], [-2.7344, 1.7777, 2.9487], [-4.8247, 2.3522, 1.9915], [-4.3321, 2.6918, 5.4505], [-4.5711, 1.0627, 4.8021], [-5.7662, 2.3255, 4.4651], [1.0763, -3.0738, -4.8768], [2.0131, -3.7641, -6.2712], [3.7110, -4.0699, -6.0075], [1.9047, -3.1144, -7.1546], [1.4940, -4.7274, -6.4441]],
  "mulliken_charge": [1.101, -1.578, 0.914, -1.867, 0.190, 0.310, -1.553, 0.122, -0.631, -0.734, -0.547, -0.770, 0.551, -0.250, 0.183, -0.292, -0.701, -0.844, -0.295, 0.138, -0.288, 0.454, 0.421, 0.419, 0.482, 0.446, 0.430, -0.087, 0.391, 0.354, 0.539, 0.313, 0.277, 0.462, 0.481, 0.205, 0.347, 0.362, 0.490, -0.449, -0.119, -0.178, 0.010, 1.396, -0.189, -0.480, -0.505, 0.524, -0.454, -0.990, -0.433, -0.465, -0.945, -0.584, 0.264, -0.608, -0.686, -0.223, -0.818, -0.699, 0.282, -0.747, -0.524, 0.875, 0.671, 0.638, 0.227, 0.375, 0.334, 0.257, 0.868, 0.300, 0.534, 0.341, 0.409, 0.389, 0.416, 0.351, 0.421, 0.426, 0.504, -0.528, -0.774, -0.219, -0.870, 1.230, -0.780, 1.102, -0.970, 1.001, -0.870, -0.431, -0.883, -0.574, -0.068, 0.506, 0.300, 0.482, 0.004, 0.449, 0.393, 0.430, 0.496, 0.521, -0.564, 1.135, -0.591, -0.568, -0.672, 0.353, -0.111, 0.406, -0.090, -0.303, -0.149, 0.282, 0.265],
  "lumo_ev": -2.103,
  "orbital_gap_ha": 0.080,
  "spin_multiplicity": 5,
  "e_homo_ev": -4.2711,
  "s2": 6.01
}

***

(3)
{
  "formula": "C10H24ClDyIN2OPS",
  "method": "the ωB97M-V functional and the def2-TZVPD basis",
  "elements": ["C", "I", "H", "H", "H", "Dy", "P", "C", "C", "H", "H", "H", "C", "H", "H", "H", "H", "H", "H", "C", "O", "Cl", "C", "C", "N", "C", "S", "N", "C", "C", "H", "H", "H", "H", "H", "H", "H", "H", "H", "H", "H", "H"],
  "positions_angstrom": [[2.9616, -1.9269, -2.2618], [3.6897, 0.6964, -1.1900], [2.1018, -1.2637, -2.3250], [2.7070, -2.7217, -1.5435], [3.1402, -2.4158, -3.2387], [-1.3052, 0.4865, -1.2710], [-0.1606, 0.1480, -3.6728], [1.3374, 0.6674, -4.5402], [-0.8587, -1.1645, -4.7320], [-2.3424, 1.3617, -3.4707], [-1.5977, 1.4762, -5.0958], [-0.9494, 2.4925, -3.7817], [-1.3820, 1.5121, -4.0183], [-1.8351, -1.4779, -4.3395], [-0.9683, -0.8201, -5.7716], [1.1726, 0.7068, -5.6281], [2.1494, -0.0360, -4.3242], [-0.1809, -2.0273, -4.6999], [1.6605, 1.6521, -4.1844], [4.2232, -1.2377, -1.8812], [5.3539, -1.6375, -1.9150], [-3.2478, -0.8128, -1.8828], [-2.2315, -1.7273, 5.0983], [-1.0786, -0.9807, 4.4559], [-1.2582, -0.9005, 2.9779], [-0.3775, -0.2304, 2.2082], [-0.0134, -0.8218, 0.5845], [0.2156, 0.8826, 2.7142], [-0.6091, 1.9850, 3.3132], [0.2133, 2.7533, 4.3272], [-3.1898, -1.2583, 4.8551], [-2.1012, -1.6897, 6.1828], [-2.2570, -2.7801, 4.8013], [-1.0284, 0.0424, 4.8407], [-0.1191, -1.4786, 4.6870], [-1.6216, -1.7497, 2.5366], [0.9828, 1.2320, 2.1360], [-0.9434, 2.6505, 2.4988], [-1.4983, 1.5419, 3.7706], [0.9739, 3.3758, 3.8457], [-0.4373, 3.4180, 4.9027], [0.7095, 2.0777, 5.0314]],
  "mulliken_charge": [-0.320, -0.058, -0.294, 0.360, 0.298, 0.896, 0.607, -1.005, -1.119, 0.503, 0.359, 0.477, -1.249, 0.323, 0.446, 0.393, 0.280, 0.357, 0.343, 0.425, -0.408, -0.327, -1.345, -0.030, -0.124, 0.192, -0.291, -0.021, -0.470, -1.165, 0.351, 0.389, 0.386, 0.105, 0.290, 0.339, 0.324, 0.270, 0.449, 0.372, 0.363, 0.331],
  "lumo_ev": [-7.817, -8.210],
  "e_above_lowest_ev": 0.000,
  "orbital_gap_ha": [0.259, 0.244],
  "spin_multiplicity": 6,
  "e_homo_ev": [-14.8575, -14.8593],
  "s2": 9.34,
  "total_charge": 2
}